Record 1
20
Properties=species:S:1:pos:R:3:forces:R:3:lowdin_charge:R:1 method="wB97M-V/def2-TZVPD" e_tot_ev=-19740.559 e_above_lowest_kj_mol=181.73 homo_energy_ev=-9.26 lumo_energy_ev=0.373
S -0.54360 -2.18637 -1.20756 0.41 0.87 -0.10 0.627
O -3.85892 -0.75005 2.93071 1.85 -0.17 -0.53 -0.072
O -3.84357 1.92282 3.85539 2.21 -2.36 -0.24 -0.066
N 3.18610 0.82152 -0.64515 -2.67 0.18 1.51 -0.053
C 0.66414 -0.80026 -0.75466 -0.27 0.29 -0.42 -0.545
C 1.17566 -0.03055 -2.01655 2.24 -0.20 2.26 -0.263
C 2.73431 0.25840 -1.94964 0.12 -0.31 -0.66 -0.305
H 0.14663 -0.02987 -0.07018 0.83 -1.81 -0.60 0.092
H -2.99853 -0.27298 2.94327 -0.75 0.06 0.15 0.054
H 2.94915 0.99900 -2.74437 -0.14 -0.34 0.26 0.097
H 1.52708 -1.36370 -0.36034 -0.52 0.69 0.57 0.057
H 1.02204 -0.73590 -2.78618 -0.44 0.21 -1.63 0.048
H 2.28243 0.80706 0.04742 3.25 0.46 -2.11 0.111
H -4.65551 2.35969 3.96418 -1.78 0.34 0.20 0.001
H -3.52362 -1.50424 2.41568 -0.84 -0.16 0.18 0.058
H 3.57638 1.79351 -0.71310 -0.92 -1.41 0.04 0.070
H -3.95084 0.92399 3.82665 -0.70 2.28 0.22 0.025
H 0.00824 -2.50909 -2.41425 -0.16 0.21 0.63 -0.147
H 3.32366 -0.66872 -2.28514 -0.71 1.05 0.96 0.115
H 0.77876 0.96574 -2.03621 -1.03 0.11 -0.71 0.096

Record 2
58
Properties=species:S:1:pos:R:3:forces:R:3:lowdin_charge:R:1 method="wB97M-V/def2-TZVPD" s2=0.76 e_tot_ev=-34941.166 e_above_lowest_kj_mol=446.61 homo_energy_ev="-9.84 / -9.83" multiplicity=2 lumo_energy_ev="-0.460 / -5.905"
O -3.28535 -0.58692 -1.37890 -1.23 -1.21 0.90 -0.055
O 2.44230 -0.68820 1.97625 0.49 0.26 -0.11 -0.064
O -2.96666 1.95881 -2.08658 -1.08 -0.73 1.75 -0.088
O 2.44152 -3.35100 1.05131 -2.10 -1.93 0.12 -0.018
O -1.76787 -0.15533 1.86590 1.28 1.04 -0.69 -0.113
O -0.91557 1.33174 -3.71759 1.00 -0.23 0.12 -0.080
O -0.20062 -4.07213 1.55554 1.34 0.68 -0.45 -0.102
O 2.75943 2.13292 3.22710 -0.69 0.84 -0.60 -0.048
O -1.03903 3.21316 0.90313 -0.78 -0.63 -0.01 0.005
O -2.46102 -2.54350 1.05273 -1.90 0.27 -0.32 -0.058
O 0.13592 -1.80721 3.05862 -0.25 -0.59 0.92 -0.060
O -2.22203 -1.15340 -3.70058 -0.66 -0.97 1.38 -0.109
O -3.01497 1.59098 0.49335 0.51 1.35 0.52 -0.083
N 0.58481 1.37280 0.73569 -1.45 2.41 0.45 0.005
C 2.95766 -1.98446 -2.11054 -1.53 1.58 -2.22 -0.088
C 2.65777 -0.46962 -2.49205 -0.31 -0.73 1.41 -0.205
C 2.64011 0.26828 -1.11591 -2.65 1.65 -1.05 -0.185
C 0.78961 1.97477 -0.62403 -2.34 -1.09 -2.50 -0.210
C -0.11066 2.38419 1.56219 -0.83 -1.35 1.11 -0.265
C 2.21575 1.82596 -1.07446 0.37 -2.26 0.18 -0.155
H 3.58670 0.19549 -0.62211 0.24 -0.72 0.62 0.102
H -3.70240 -1.43005 -1.07218 0.42 0.79 -0.15 0.111
H -3.57772 1.19158 -1.88451 0.67 0.60 -1.61 0.057
H 2.94254 -0.20223 2.64462 -0.17 0.04 0.06 0.055
H -0.25051 0.76833 -3.27327 -0.51 0.65 -0.28 0.021
H -1.82104 -3.15415 0.70128 0.89 -0.34 0.32 0.009
H -1.97043 0.57054 1.17441 -1.08 -1.60 2.08 0.030
H -2.06832 -1.68806 1.23751 0.74 -0.55 -0.39 -0.050
H -2.48073 -0.52421 2.40320 -0.44 0.77 -0.31 0.097
H 0.55168 -3.75213 1.00105 -0.61 -0.84 0.13 0.017
H 1.71735 -0.16398 -0.64843 1.53 -0.40 0.43 0.094
H -0.31408 -1.04174 2.67855 0.64 -0.16 -0.23 0.002
H 2.30313 -2.29035 -1.32489 0.01 -0.36 0.75 0.041
H 2.11264 0.00992 1.37914 0.03 -0.27 0.31 0.010
H -0.67252 1.90439 2.43833 0.90 0.18 -1.09 0.159
H 2.86932 -3.72944 0.30110 0.97 0.23 -0.44 0.040
H -3.56062 2.15323 1.07019 -0.26 -0.26 0.04 0.094
H 1.05768 -1.88651 2.78607 -0.22 0.98 -0.19 0.013
H -1.82672 2.67280 0.51608 0.79 0.11 0.08 0.070
H 3.03061 2.47989 2.36277 0.43 -0.33 0.16 0.042
H -1.44827 1.77110 -3.02758 -0.16 -0.40 -0.14 -0.001
H -1.75371 -0.31913 -3.76393 -0.13 0.45 -0.20 -0.041
H 3.99880 -1.99900 -1.95531 1.19 -0.40 1.01 0.057
H 3.54214 -0.20859 -3.04049 0.03 0.75 -0.80 0.089
H 1.92506 2.63460 3.31471 0.52 -0.59 0.57 0.031
H 0.36104 2.98824 -0.77987 0.81 -0.23 0.99 0.130
H -2.85441 -0.25878 -0.59089 0.26 -0.15 0.28 0.018
H 0.03050 1.49266 -1.35578 1.40 0.05 1.00 0.123
H 2.76625 2.37013 -0.34888 1.00 0.23 0.99 0.083
H 1.69324 -0.30078 -3.05847 1.20 -0.30 0.48 0.114
H -2.60244 -1.15560 -2.76469 0.99 0.23 -2.12 0.000
H 2.79317 -2.62593 -2.97454 -0.18 -0.07 -0.08 0.074
H 0.04989 -3.50660 2.31710 -1.11 -0.42 -0.03 0.008
H -0.00239 0.53780 0.80734 0.53 0.04 -0.68 0.095
H -2.83180 2.08047 -1.11960 0.28 0.79 -1.06 -0.011
H 2.53791 2.26089 -1.98295 -0.51 0.74 -1.27 0.100
H 0.58036 3.05323 2.04967 0.34 0.55 -0.25 0.108
H 2.81326 -2.60361 1.45440 1.37 1.82 0.12 -0.012